The following is a quantum chemistry calculation of 2 unconnected molecules or ions with the total composition C22H29F2Si in a non-equilibrium geometry, from OMol25.

Total charge: +1
Orbital gap: 0.1609 Eh
HOMO level: -0.398 hartree
Maximum force: 1.26 eV/Å
ΔE to the lowest compared entry with this formula, charge and spin: 121.3 kJ/mol
DFT total energy: -36588.719 eV

Cartesian coordinates (Å):
C 4.4481 0.7358 -3.2326
Si 3.3195 0.4786 -1.7944
C 1.6370 1.2234 -2.1393
C 3.2655 -1.4471 -1.6070
C 3.4600 -1.9826 -0.2658
C 3.6421 -1.1865 0.9563
C 3.4687 0.3871 0.9920
H 3.9150 0.7666 1.9242
C 4.0086 1.1484 -0.2106
H 5.4853 0.4616 -3.0195
H 4.0912 0.1361 -4.0777
H 4.3934 1.7934 -3.5178
H 0.8626 1.2465 -1.3623
H 1.8362 2.2671 -2.4214
H 1.1786 0.7503 -3.0197
H 2.3241 -1.7897 -2.0827
H 4.0675 -1.7629 -2.3137
H -0.8155 0.1679 0.5853
H 3.2794 -3.0855 -0.1673
H 2.8303 -1.5268 1.6098
H 4.6132 -1.4387 1.4256
H 2.4001 0.5836 1.1481
H 5.1053 1.1078 -0.1659
H 3.7153 2.2038 -0.1057
C -3.1610 3.2555 -3.3516
C -2.9693 2.0633 -2.4732
C -3.5303 1.9239 -1.1980
F -4.3787 2.9065 -0.7709
C -3.2178 0.9020 -0.3115
C -2.3027 -0.0712 -0.7323
C -1.3703 -0.7344 0.2554
C -1.8538 -1.2161 1.6058
C -2.1429 -0.1850 2.4991
C -2.4115 -0.4925 3.8115
F -2.4707 0.5308 4.7269
C -2.5728 -1.7991 4.2666
C -3.2914 -1.9573 5.5586
C -2.1467 -2.8201 3.4045
C -1.7633 -2.5221 2.0965
C -1.9087 -0.0810 -2.0787
C -2.1163 1.0310 -2.8838
H -2.6768 3.0853 -4.3239
H -4.2164 3.4506 -3.5679
H -2.7149 4.1720 -2.9424
H -3.6201 0.8972 0.6999
H -0.7038 -1.4640 -0.2650
H -2.0975 0.8391 2.1524
H -3.2714 -2.9722 5.9586
H -2.8526 -1.2743 6.2948
H -4.3569 -1.6877 5.4996
H -2.0859 -3.8478 3.7619
H -1.4045 -3.3336 1.4506
H -1.3092 -0.9206 -2.4292
H -1.6129 1.0837 -3.8522

---

The following is a quantum chemistry calculation of 2 unconnected molecules or ions with the total composition C3H4O3 in a non-equilibrium geometry, from OMol25.

Orbital gap (alpha / beta): 0.2933 / 0.3093 Eh
HOMO level (alpha / beta): -0.274 / -0.347 hartree
2S+1: 3
Maximum force: 4.01 eV/Å
ΔE to the lowest compared entry with this formula, charge and spin: 199.9 kJ/mol
DFT total energy: -9311.800 eV

Cartesian coordinates (Å):
C -1.5109 -0.6589 0.1147
C 1.6301 -0.6253 -0.0486
C 0.4304 0.1603 -0.2848
O 2.6793 -0.0735 0.2878
O -2.4437 0.2552 -0.1558
O 0.4864 1.4082 0.0359
H -1.5900 -1.7481 -0.1926
H 1.5030 -1.6431 -0.2893
H -2.3933 1.1876 -0.0430
H 1.2086 1.7378 0.5756

---

The following is a quantum chemistry calculation of a molecular structure, C26H44BrN3P2PtS in a non-equilibrium geometry, from OMol25.

Total charge: +2
Orbital gap (alpha / beta): 0.1993 / 0.1906 Eh
HOMO level (alpha / beta): -0.476 / -0.473 hartree
2S+1: 3
Maximum force: 3.79 eV/Å
ΔE to the lowest compared entry with this formula, charge and spin: 0.0 kJ/mol
DFT total energy: -134832.060 eV

Cartesian coordinates (Å):
N -6.0321 2.1983 -2.4755
C -5.7282 3.0551 -1.5011
C -4.4474 3.1178 -0.9491
C -3.4571 2.2568 -1.4681
C -3.7718 1.3797 -2.5124
C -5.1056 1.3988 -2.9900
C -2.1191 2.2554 -0.8119
Pt -1.3535 0.4405 -0.2357
P 3.3171 0.0047 0.6638
C -0.8654 1.8835 -1.5105
C 0.3713 2.6499 -1.0879
C 1.5863 2.4186 -1.7708
C 2.7547 2.9964 -1.3060
C 2.7424 3.7571 -0.1243
C 1.5045 4.2528 0.3285
C 0.3464 3.5931 -0.0393
Br 3.0799 2.1222 1.7938
H -2.0610 3.0497 -0.0602
H -0.9363 1.6329 -2.5816
H -4.2061 3.7915 -0.1291
H -3.0433 0.6746 -2.9295
H -6.5193 3.7110 -1.1414
H -5.3935 0.7343 -3.8117
H 1.5859 1.7699 -2.6598
H -0.5816 3.8154 0.5014
H 3.6929 2.8518 -1.8279
H 1.4774 5.0785 1.0310
P -1.5516 -1.7928 -0.1798
C 5.0748 0.2577 0.6894
C 5.7285 1.2763 -0.1771
H 5.6996 -0.2222 1.4498
H 3.6490 4.2069 0.2587
H 5.4564 2.3180 0.0767
H 6.8233 1.1777 -0.0491
H 5.5382 1.1232 -1.2585
C 2.9630 -0.6370 -0.9999
C 4.0486 -1.6415 -1.4642
H 2.8943 0.2212 -1.6848
H 1.9607 -1.1039 -0.9819
H 4.1704 -1.5752 -2.5482
H 5.0188 -1.4004 -1.0167
H 3.8045 -2.6893 -1.2407
C 2.7977 -1.2799 1.8724
C 3.8310 -1.7467 2.9005
H 2.4902 -2.1426 1.2493
H 1.8810 -0.9241 2.3844
H 3.5862 -2.7709 3.2062
H 4.8409 -1.7598 2.4908
H 3.8447 -1.1275 3.8016
C -1.2957 -2.5689 1.4188
C -1.5938 -4.0639 1.5027
H -1.9145 -2.0205 2.1415
H -0.2505 -2.3749 1.6979
H -2.6603 -4.2718 1.3671
H -1.0266 -4.6408 0.7649
H -1.3250 -4.4329 2.5007
C -0.4103 -2.6465 -1.3138
C -0.6781 -2.2645 -2.7602
H -0.4816 -3.7338 -1.1607
H 0.6149 -2.3888 -1.0197
H -1.6403 -2.6580 -3.0945
H -0.7098 -1.1778 -2.8744
H 0.0916 -2.6559 -3.4337
C -3.2356 -2.2475 -0.7468
C -4.3328 -1.6659 0.1394
H -3.2854 -3.3456 -0.8075
H -3.3641 -1.8700 -1.7711
H -5.3149 -1.8414 -0.3234
H -4.3455 -2.0907 1.1551
H -4.2254 -0.5746 0.2355
N -1.9661 -0.5024 4.1121
C -1.5060 0.2084 3.0499
N -0.1781 0.4342 2.9890
S -2.5914 0.6761 1.8142
H -1.3733 -0.7177 4.9119
H -2.9665 -0.6458 4.2114
H 0.2249 0.9958 2.2419
H 0.3522 0.4285 3.8786

---

The following is a quantum chemistry calculation of CHClFN3 in the gas phase in a non-equilibrium geometry, from OMol25.

Orbital gap (alpha / beta): 0.3095 / 0.3094 Eh
HOMO level (alpha / beta): -0.363 / -0.363 hartree
Maximum force: 2.02 eV/Å
ΔE to the lowest compared entry with this formula, charge and spin: 169.2 kJ/mol
DFT total energy: -20756.384 eV

Cartesian coordinates (Å):
C 1.1828 -0.4671 0.1867
N 0.9609 -1.3405 -0.6198
N 0.9567 0.5680 0.7578
N -1.3923 0.3593 -0.1509
F -1.6010 1.1173 -1.2943
Cl -1.0778 -1.1301 -0.5812
H 0.9707 0.8932 1.7018

---

The following is a quantum chemistry calculation of a gas-phase ion, C12H24N (charge +1) in a non-equilibrium geometry, from OMol25.

Total charge: +1
Orbital gap: 0.4079 Eh
HOMO level: -0.496 hartree
Maximum force: 8.00 eV/Å
ΔE to the lowest compared entry with this formula, charge and spin: 409.5 kJ/mol
DFT total energy: -14311.594 eV

Cartesian coordinates (Å):
C -3.1705 -0.5658 1.1715
C -2.9663 -1.5131 0.0082
C -1.8785 -0.9312 -0.9489
C -2.3653 0.2954 -1.7282
C -1.4517 -1.9923 -2.0127
C -0.7088 -0.4446 -0.2331
C 0.4642 -0.1310 0.2063
N 1.5428 0.4709 0.8886
C 1.9437 -0.3048 2.1271
C 1.1189 1.9495 1.2005
C 1.0446 3.0574 0.1078
C 2.6625 0.6104 -0.0678
C 3.3672 -0.7537 -0.4397
H -3.9405 -0.9969 1.8277
H -2.3016 -0.4152 1.9033
H -3.5053 0.3382 0.6286
H -2.5700 -2.5871 0.4321
H -3.7901 -1.7910 -0.5426
H -3.0377 0.0214 -2.4392
H -2.8842 0.8701 -1.0953
H -1.4643 0.7863 -2.2598
H -1.9526 -2.8921 -2.0406
H -1.4702 -1.6318 -3.0342
H -0.3437 -2.3794 -1.9449
H 2.9226 -0.1086 2.2499
H 1.2297 -0.0977 2.8577
H 1.9404 -1.2949 1.9235
H 0.2319 1.7320 1.7057
H 1.9284 2.2419 1.9336
H 1.9765 3.4534 -0.1354
H 0.6255 2.4896 -0.7611
H 0.3724 3.7421 0.7167
H 2.2636 0.9263 -1.0881
H 3.5301 1.1278 0.3933
H 3.8853 -1.2756 0.4119
H 2.5739 -1.4906 -0.6443
H 4.1772 -0.5150 -1.2781

---

The following is a quantum chemistry calculation of 2 unconnected molecules or ions with the total composition C5H11NO2 in a non-equilibrium geometry, from OMol25.

Orbital gap: 0.3568 Eh
HOMO level: -0.330 hartree
Maximum force: 1.67 eV/Å
ΔE to the lowest compared entry with this formula, charge and spin: 245.2 kJ/mol
DFT total energy: -10946.725 eV

Cartesian coordinates (Å):
C -0.4378 2.3755 -1.0430
C -0.3500 1.0777 -0.7545
C 0.7800 0.3886 -0.0091
C 0.6775 -1.1292 -0.2114
N 1.9372 -1.8322 -0.4684
C 0.1407 -1.7876 1.0717
O -0.0141 -1.2270 2.1115
H -1.3309 2.7438 -1.5253
H 0.2834 3.0756 -0.6461
H -1.1242 0.4800 -1.2024
H 1.7034 0.8288 -0.3715
H 0.7398 0.7078 1.0376
H -0.0358 -1.3245 -1.0112
H 2.4972 -1.9898 0.3509
H 2.4000 -1.4764 -1.2841
H -0.0031 -2.8986 0.9472
O -2.2418 0.5659 0.9876
H -2.6650 1.1823 1.5901
H -2.9566 0.2393 0.4305